Density functional theory data (ωB97M-V with the def2-TZVPD basis set) for C14H9IrN3OS5 as an isolated structure.

```
33
Properties=species:S:1:pos:R:3:mulliken_charge:R:1
Ir -0.80 -1.77 1.04 0.65
O -1.96 -5.10 6.83 -0.46
C -1.85 -4.52 5.80 0.55
S -1.91 -2.74 5.65 -0.12
C -1.65 -2.69 3.92 0.20
C -1.52 -3.87 3.28 0.21
S -1.30 -3.94 1.59 -0.16
S -1.60 -5.33 4.22 -0.12
S -1.60 -1.18 3.13 -0.23
N -1.14 -0.09 -0.09 -0.41
C -1.02 1.00 -0.44 0.16
C -0.92 2.35 -0.89 0.59
C -0.82 2.62 -2.26 -0.32
C -0.74 3.93 -2.69 -0.67
C -0.77 4.96 -1.76 -0.36
C -0.87 4.69 -0.40 -0.60
C -0.95 3.38 0.04 -0.44
H -0.81 1.80 -2.97 0.52
H -0.67 4.15 -3.74 0.41
H -0.72 5.99 -2.09 0.41
H -0.89 5.50 0.32 0.41
H -1.03 3.15 1.10 0.47
S 1.53 -1.86 1.16 -0.30
C 1.91 -1.30 -0.43 0.02
N 2.32 -2.22 -1.35 -0.01
C 2.66 -1.89 -2.61 -0.03
C 2.61 -0.59 -2.99 -0.71
C 2.22 0.34 -2.01 0.07
N 1.88 -0.01 -0.78 -0.37
H 2.36 -3.18 -1.04 0.28
H 2.96 -2.70 -3.27 0.42
H 2.88 -0.28 -3.99 0.41
H 2.20 1.40 -2.24 0.53
```

## Properties
E_LUMO (alpha / beta) (eV): -4.868 / -4.491
Maximum force (eV/A): 2.19
Net charge: +1
E (a.u.): -2873.45897
Kohn-Sham gap (alpha / beta) (eV): 5.60 / 6.01